1.
{
  "formula": "C23H46N2O22S2",
  "method": "ωB97M-V/def2-TZVPD",
  "e_homo_ev": -10.288,
  "gap_ha": 0.328,
  "relative_energy_kj_mol": 228.6,
  "lumo_ev": -1.374,
  "elements": ["C", "N", "C", "C", "C", "C", "O", "H", "H", "H", "H", "H", "H", "H", "H", "H", "H", "H", "H", "H", "H", "N", "O", "O", "O", "O", "S", "O", "O", "C", "C", "C", "H", "H", "H", "H", "H", "H", "H", "H", "O", "S", "O", "O", "C", "C", "C", "H", "H", "H", "H", "H", "H", "H", "H", "C", "C", "O", "C", "O", "O", "H", "H", "H", "H", "C", "C", "O", "C", "O", "O", "H", "H", "H", "H", "C", "C", "O", "C", "O", "O", "H", "H", "H", "H", "C", "C", "O", "C", "O", "O", "H", "H", "H", "H"],
  "coordinates": [[-3.4655, -3.1301, -2.6962], [-3.8825, -1.8961, -3.3902], [-4.2345, -2.1671, -4.8052], [-5.1285, -1.2671, -2.6932], [-2.7185, -0.9051, -3.2572], [-2.2565, -0.3891, -1.8702], [-1.5745, 0.8229, -1.9712], [-4.2055, -3.8311, -2.3932], [-3.0575, -3.0421, -1.5612], [-2.6815, -3.5841, -3.0952], [-4.4085, -1.0931, -5.0432], [-5.1365, -2.7801, -4.8682], [-3.4435, -2.6571, -5.3512], [-6.0345, -1.7271, -2.8112], [-5.3585, -0.4261, -2.9432], [-5.1195, -1.1931, -1.6442], [-3.0005, -0.1951, -3.8822], [-2.0765, -1.4611, -3.9762], [-1.7415, -1.0331, -1.2282], [-3.2535, -0.0521, -1.2822], [-0.9415, 1.0629, -1.2402], [0.1445, 0.6819, 0.6228], [-0.8915, 0.4309, 1.2148], [1.1155, -0.1191, 0.5668], [0.1945, 1.8679, 0.1248], [5.9055, 0.6309, -2.9962], [5.0665, 1.5289, -2.2732], [5.4635, 2.7729, -1.6822], [3.9045, 1.9489, -3.3682], [4.3505, 2.2349, -4.6902], [3.0455, 2.8649, -5.4032], [4.1505, 0.6119, -1.0392], [4.6225, 1.4529, -5.1322], [5.2515, 2.9019, -4.5862], [2.4145, 1.9999, -5.6272], [3.4115, 3.2039, -6.2462], [2.6625, 3.7089, -4.9462], [3.7005, -0.3401, -1.3752], [3.3415, 1.1059, -0.6742], [4.5075, 0.3159, -0.2132], [3.2825, -2.2241, 5.0198], [2.0435, -2.7261, 4.6798], [1.7345, -4.0551, 5.2148], [0.6965, -1.8581, 5.2258], [0.9305, -0.9591, 6.3388], [-0.4335, -0.5261, 7.0498], [1.7725, -2.5521, 2.9848], [1.5115, 0.0949, 6.1778], [1.5815, -1.5381, 6.9448], [-1.0295, -1.4221, 7.0748], [-0.9695, 0.0469, 6.3388], [-0.2915, -0.1401, 8.1598], [2.6715, -2.9201, 2.5408], [1.8745, -1.4391, 2.6678], [0.7815, -2.9411, 2.4198], [-2.7695, 3.3519, 0.2728], [-1.6845, 4.3249, -0.1122], [-2.3615, 5.2639, -0.7952], [-3.6405, 5.1029, -0.7912], [-4.5935, 5.8049, -1.3312], [-4.0095, 4.0049, -0.1542], [-3.0035, 3.0359, 1.3688], [-2.5725, 2.5589, -0.3872], [-0.8195, 3.9289, -0.7592], [-1.3495, 4.7189, 0.8168], [1.4025, -1.1291, -2.4952], [1.9085, -2.4881, -1.7952], [3.1825, -2.7001, -2.6052], [3.3075, -1.8401, -3.5722], [3.9875, -1.9921, -4.6012], [2.4415, -0.8481, -3.4352], [1.2015, -0.6051, -1.7942], [0.5385, -1.3501, -2.9032], [1.2525, -3.2751, -2.1252], [2.3525, -2.5241, -0.7212], [-1.7325, -2.0011, 2.6058], [-3.0375, -1.1991, 2.5448], [-4.0415, -2.1231, 2.9298], [-3.5025, -3.2661, 3.2928], [-4.1135, -4.1831, 3.8238], [-2.2015, -3.2181, 3.1278], [-1.3235, -1.5151, 3.4228], [-1.0025, -2.0691, 1.7168], [-3.1995, -0.9561, 1.5798], [-3.0475, -0.2461, 2.8538], [2.0545, 2.6639, 2.5288], [2.5765, 1.3279, 3.1248], [3.7025, 1.8069, 3.7798], [3.7465, 3.2079, 3.8068], [4.7535, 3.8449, 4.1718], [2.8485, 3.7419, 3.1068], [0.8885, 2.7159, 2.6768], [2.1825, 2.7689, 1.4578], [2.9275, 0.5939, 2.3018], [1.9505, 1.0579, 3.9548]],
  "forces_ev_per_a": [[-1.4, 1.2, 5.8], [-1.5, -0.1, 4.0], [-0.5, 1.9, 0.4], [3.5, -8.3, 2.5], [1.5, -3.9, 0.1], [-3.4, 2.4, 1.2], [0.9, 0.5, -1.0], [-1.4, -0.5, -1.0], [-0.8, 1.1, -2.5], [3.2, -1.8, -2.7], [-0.2, -1.1, -1.4], [0.1, 0.3, 0.2], [0.4, 0.2, 0.0], [-1.9, -2.5, -1.1], [-1.3, 10.1, -3.9], [1.3, -0.4, 1.5], [-1.3, 4.2, -2.1], [1.1, 0.4, 1.3], [0.7, -1.6, 0.6], [1.7, -1.4, -1.1], [-0.7, -0.5, -0.5], [0.9, 1.9, 0.1], [-1.0, -1.5, 0.7], [-0.9, 0.7, -0.3], [0.8, -1.5, -0.6], [0.8, 0.0, 0.4], [-1.8, 0.6, -0.9], [0.5, -0.7, 0.0], [0.1, -1.0, 2.4], [-2.8, 7.9, 3.4], [2.0, -4.1, 3.0], [-2.6, -0.4, -6.5], [2.1, -6.7, -3.7], [-1.0, -0.1, -0.5], [-0.4, 0.6, 0.4], [1.7, 1.6, -4.8], [-1.2, 1.1, 1.6], [0.5, 0.6, -0.8], [-2.6, 2.3, 0.3], [4.7, -1.6, 5.9], [3.0, 2.4, 0.6], [-5.9, -3.9, 2.2], [0.4, 1.7, -1.6], [1.4, 1.2, -0.8], [0.2, 2.6, 0.9], [2.0, -1.7, 0.9], [-1.8, 1.9, -3.1], [-1.1, -2.6, -0.6], [0.4, -0.1, 1.3], [-0.3, -0.6, 0.5], [-0.4, 1.5, -0.2], [-0.2, -0.4, -2.7], [0.5, -1.0, -0.4], [-0.5, -1.6, 1.0], [2.5, 0.5, 2.1], [-1.7, -1.0, 1.4], [2.2, -2.0, 1.4], [-0.1, 3.7, -2.4], [-7.4, 2.8, -2.7], [5.3, -2.4, 2.2], [1.3, -0.9, 0.6], [1.2, 0.6, -2.0], [-0.5, -1.9, -0.3], [-1.5, 0.4, 1.3], [1.1, 0.8, 0.5], [6.7, -8.2, -4.5], [3.1, 1.0, -1.1], [-0.8, -1.5, 1.9], [1.2, -1.0, -4.4], [-1.4, 0.7, 3.3], [-1.7, 2.1, 0.4], [-1.3, 8.3, 8.2], [-4.1, -1.1, -3.0], [-0.1, -0.6, 0.7], [-1.7, 0.3, -1.8], [-0.4, 0.8, -0.2], [0.6, -3.6, -2.2], [-1.2, 1.7, 0.1], [-1.4, -2.2, 2.3], [1.2, 1.6, -1.5], [1.7, -2.0, -0.5], [2.4, 0.6, 1.3], [-1.7, 0.0, 1.3], [-0.9, 0.2, -3.9], [-0.1, 3.0, 3.2], [-2.9, -0.2, -1.1], [0.6, 1.4, -1.4], [2.1, 1.7, 1.4], [7.3, -0.3, 1.2], [-3.1, -2.2, 0.1], [-4.4, -0.2, -1.4], [2.3, 0.6, 0.2], [0.1, -0.2, -0.1], [-1.1, 0.9, 1.7], [-0.9, -1.3, -0.4]],
  "lowdin_charge": [-0.0072, -0.3128, 0.0353, 0.0595, -0.0540, -0.2153, -0.0641, 0.1026, 0.1699, 0.0531, 0.1329, 0.1234, 0.1142, 0.0950, 0.0160, 0.1047, 0.0795, 0.1495, 0.0888, 0.1624, 0.0690, -0.5612, 0.0010, -0.0321, -0.0704, -0.2623, 0.6613, -0.2660, -0.2752, -0.1982, 0.0045, -0.0704, 0.0276, 0.1417, 0.0884, 0.0069, 0.0551, 0.0750, 0.0305, 0.0025, -0.2277, 0.5814, -0.2860, -0.2909, -0.2644, -0.0605, -0.1572, 0.1507, 0.0822, 0.0531, 0.0402, 0.1260, 0.0535, 0.0726, 0.1207, -0.0851, -0.1664, 0.1119, -0.5386, 0.0345, 0.0644, 0.1727, 0.0745, 0.1615, 0.1247, -0.0617, 0.0286, 0.0455, -0.6116, 0.1124, 0.0744, -0.0078, 0.0715, 0.1069, 0.1571, -0.1192, -0.1065, 0.1082, -0.5944, 0.1286, 0.0860, 0.0914, 0.1374, 0.0711, 0.0975, -0.0797, -0.1456, 0.0228, -0.5611, 0.1004, 0.1192, 0.1568, 0.1065, 0.1474, 0.1087]
}


2.
{
  "formula": "C23H47BCaF4N8O4",
  "method": "ωB97M-V/def2-TZVPD",
  "e_homo_ev": -18.551,
  "gap_ha": 0.308,
  "charge": 4,
  "relative_energy_kj_mol": 0.0,
  "lumo_ev": -10.160,
  "elements": ["Ca", "N", "O", "O", "O", "C", "C", "N", "C", "C", "N", "C", "C", "H", "H", "H", "H", "H", "H", "H", "H", "H", "H", "H", "C", "C", "N", "C", "C", "N", "C", "C", "H", "H", "H", "H", "H", "H", "H", "H", "H", "H", "H", "C", "C", "N", "C", "C", "N", "C", "C", "H", "H", "H", "H", "H", "H", "H", "H", "H", "H", "H", "C", "N", "C", "C", "C", "C", "O", "H", "H", "H", "H", "H", "H", "H", "H", "H", "H", "H", "H", "H", "H", "B", "F", "F", "F", "F"],
  "coordinates": [[1.2236, 2.3089, -3.8700], [-0.3972, 1.8185, -1.4458], [-1.0195, 1.0848, -0.6719], [-0.9699, 2.1065, -2.5271], [0.8313, 2.0702, -1.3409], [-2.8346, 5.1528, -1.3751], [-1.7421, 5.2489, -0.2941], [-2.2937, 4.8283, 0.9894], [-2.9766, 3.6450, 1.2409], [-3.2203, 3.6626, 2.5967], [-2.5739, 4.7265, 3.1478], [-2.0016, 5.4198, 2.1461], [-2.4863, 5.0626, 4.5779], [-2.3792, 5.6024, -2.2616], [-3.8024, 5.6127, -1.1963], [-3.0090, 4.1374, -1.7397], [-1.3665, 6.2683, -0.2404], [-0.8978, 4.5898, -0.5259], [-3.2819, 2.9511, 0.4792], [-3.6725, 2.8709, 3.1712], [-1.3533, 6.2646, 2.3140], [-3.1570, 5.9042, 4.7646], [-1.4915, 5.3821, 4.8722], [-2.9019, 4.2824, 5.2100], [0.1537, -4.8725, -2.5466], [0.0202, -3.9568, -3.7252], [-1.2571, -3.2469, -3.7964], [-2.3844, -3.6953, -4.4078], [-3.4122, -2.8343, -4.1266], [-2.8793, -1.8435, -3.2827], [-1.5732, -2.1010, -3.1664], [-3.6143, -0.7117, -2.7681], [-0.6563, -5.6045, -2.5780], [0.0584, -4.3475, -1.5917], [1.0999, -5.4071, -2.4951], [0.0942, -4.4693, -4.6873], [0.8014, -3.2079, -3.8537], [-2.4385, -4.5984, -4.9943], [-4.4471, -2.7457, -4.4106], [-0.8075, -1.6200, -2.5763], [-4.3996, -0.4433, -3.4681], [-2.9184, 0.1149, -2.6230], [-4.0076, -0.9521, -1.7803], [5.5142, 1.4235, -1.2907], [5.4212, 0.7064, 0.0556], [4.4539, 1.3475, 0.9638], [4.6667, 2.3665, 1.8557], [3.4685, 2.6336, 2.4583], [2.5691, 1.6977, 1.9944], [3.1616, 0.9629, 1.0537], [1.1858, 1.5941, 2.3907], [6.0696, 0.7713, -1.9665], [6.0257, 2.3751, -1.1946], [4.5107, 1.3945, -1.7277], [6.3545, 0.6453, 0.6220], [5.1994, -0.3622, 0.0435], [5.6445, 2.7515, 2.0956], [3.1123, 3.3464, 3.1820], [2.6985, 0.1849, 0.4686], [0.5542, 2.0109, 1.6066], [0.9907, 2.1859, 3.2837], [0.9535, 0.5599, 2.6322], [1.3464, -3.7622, 1.3811], [0.2377, -3.8660, 2.3948], [0.2368, -5.2654, 2.9883], [0.5589, -2.7932, 3.3988], [-1.1131, -3.5885, 1.7682], [-1.4588, -2.1337, 1.3845], [-0.4567, -1.4648, 0.6226], [1.3072, -2.8591, 0.7771], [1.3826, -4.5858, 0.6682], [2.3184, -3.7341, 1.8741], [0.3000, -5.9370, 2.1393], [-0.6373, -5.2972, 3.6316], [1.1345, -5.3119, 3.6015], [1.2748, -3.1437, 4.1408], [-0.3192, -2.5209, 3.9859], [0.9386, -1.9074, 2.9009], [-1.7958, -3.8584, 2.5739], [-1.2617, -4.2513, 0.9195], [-1.9198, -1.5677, 2.1947], [-2.2676, -2.3069, 0.6620], [-0.7516, -0.5439, 0.4914], [1.7551, -0.5033, -3.6144], [1.6423, -1.3760, -2.5583], [0.5503, 0.2439, -3.7299], [2.7914, 0.4441, -3.4687], [1.9936, -1.1638, -4.7978]],
  "forces_ev_per_a": [[-0.3, -0.4, 1.0], [-0.9, -2.5, -1.3], [0.8, 1.1, 0.8], [0.6, 1.3, -0.5], [0.2, 0.5, 0.2], [1.1, -0.3, -1.1], [-1.0, -0.3, -0.8], [0.9, -0.3, 0.7], [-0.4, 1.3, 1.2], [0.4, -1.3, -0.9], [0.5, 0.3, -0.4], [-0.5, -0.4, 0.7], [-1.0, 0.9, 0.2], [-0.3, 0.4, 0.0], [0.2, 0.3, 0.4], [0.0, -0.2, 0.5], [-0.1, 0.0, 0.4], [-0.1, 0.1, -0.1], [0.0, 0.1, -0.1], [-0.2, 0.3, 0.2], [-0.2, 0.2, -0.3], [0.1, 0.1, -0.1], [0.1, -0.4, -0.1], [0.4, -0.4, -0.3], [-0.5, -0.3, 0.7], [0.9, 0.5, -1.6], [-1.0, 1.0, 0.6], [-1.6, -0.2, -0.4], [0.8, 0.5, 0.8], [0.9, -1.3, -1.5], [0.6, -0.8, 0.6], [0.3, 0.5, 0.6], [0.1, -0.1, 0.0], [0.0, 0.3, -0.1], [0.0, 0.1, -0.4], [-0.1, -0.4, 0.2], [0.0, 0.0, 0.6], [0.2, 0.0, 0.0], [0.0, -0.4, -0.2], [-0.4, 0.5, 0.1], [0.0, 0.0, 0.1], [-0.1, 0.1, -0.2], [-0.3, -0.1, -0.2], [-0.1, -1.6, 0.3], [0.9, -0.2, 0.7], [-1.4, -0.6, 0.2], [-0.4, 0.3, 0.4], [0.0, -0.6, 0.1], [0.5, 0.3, -0.7], [1.0, 0.3, 0.2], [-0.6, 0.3, 0.1], [0.4, 0.2, 0.1], [-0.4, 0.2, -0.2], [0.1, 0.8, 0.0], [0.2, 0.6, -0.3], [-0.6, 0.1, -0.6], [0.0, 0.2, -0.3], [0.5, 0.1, 0.1], [0.0, 0.0, 0.0], [-0.1, -0.4, -0.1], [0.4, 0.0, 0.1], [-0.2, 0.0, -0.2], [0.9, -0.1, -0.7], [0.9, 1.0, -0.9], [0.5, 1.5, 0.2], [-0.5, -0.1, 1.0], [0.2, 0.6, 0.7], [-0.6, -0.8, -1.5], [0.1, 0.4, 0.9], [-0.6, 0.1, 0.3], [-0.4, -0.3, 0.3], [-0.2, -0.3, 0.4], [-0.4, -0.4, 0.3], [-0.1, -0.6, -0.2], [0.0, -0.3, -0.1], [0.2, -0.2, -0.4], [-0.2, -0.1, -0.2], [-0.1, -0.1, -0.2], [-0.3, -0.1, -0.3], [0.3, -0.1, 0.1], [0.6, 0.2, 0.2], [-0.4, 0.0, 0.4], [0.2, -0.4, -0.2], [1.1, -2.5, -1.1], [0.0, 0.4, 0.4], [-0.9, 0.7, -0.1], [-0.1, 1.5, 0.5], [-0.4, 0.1, 0.2]],
  "lowdin_charge": [1.7734, -0.5653, 0.0106, -0.1037, -0.1018, -0.0533, -0.1482, -0.0523, 0.0161, -0.0035, -0.0762, 0.0051, 0.0383, 0.0872, 0.0982, 0.0642, 0.1350, 0.1137, 0.1309, 0.1417, 0.1783, 0.1158, 0.1057, 0.1076, -0.0440, -0.1575, -0.0332, 0.0086, 0.0428, -0.0779, -0.0107, 0.0224, 0.0928, 0.0540, 0.0969, 0.1460, 0.1099, 0.1528, 0.1441, 0.1480, 0.1127, 0.0791, 0.1045, -0.0339, -0.1539, -0.0416, 0.0278, 0.0212, -0.0936, -0.0073, 0.0174, 0.0968, 0.0917, 0.0563, 0.1397, 0.1317, 0.1537, 0.1418, 0.1679, 0.0850, 0.1053, 0.0886, -0.0043, -0.3395, 0.0639, 0.0123, -0.0796, -0.2070, -0.0967, 0.0856, 0.1068, 0.1180, 0.1177, 0.1191, 0.1176, 0.1193, 0.1188, 0.0847, 0.1403, 0.1408, 0.1287, 0.1245, 0.0535, -1.3154, 0.1654, -0.0235, 0.0623, 0.1837]
}